Molecular formula: C8H31B2O4Sr
Method: DFT, wB97M-V/def2-TZVPD

Geometry as XYZ:
```
46
Properties=species:S:1:pos:R:3:forces:R:3:nbo_charge:R:1
Sr 1.3070 0.8188 -0.1642 1.3 0.1 0.6 1.599
B 3.9916 -2.6492 1.5481 -0.2 0.4 -0.1 -0.858
H 4.5228 -1.7100 1.5383 2.4 3.8 -0.2 -0.034
H 3.6464 -2.9233 0.5632 -1.3 -1.1 -4.5 -0.048
H 4.5975 -3.4596 1.9227 2.3 -3.1 1.6 0.002
H 3.0974 -2.4853 2.1292 -3.7 0.5 2.7 -0.041
B 4.1613 4.1544 -1.4543 -0.2 -0.4 0.3 -0.866
H 4.6257 3.5351 -0.7026 2.1 -2.3 3.1 -0.033
H 3.9080 3.5266 -2.2945 -1.2 -2.8 -3.7 -0.047
H 3.2670 4.5976 -1.0442 -3.9 1.8 1.8 -0.041
H 4.7667 4.9650 -1.8292 2.6 3.1 -1.3 0.012
C 0.2383 3.7053 7.0436 -0.6 -1.6 0.7 -0.639
C 0.8556 3.6978 5.6742 0.8 -1.1 -1.0 -0.075
O 1.4366 2.5023 5.2505 -0.4 0.8 0.6 -0.746
H -0.3828 4.5670 7.2883 0.2 0.2 0.0 0.183
H 0.9294 3.4486 7.8464 0.5 0.6 0.0 0.195
H -0.3958 2.8195 7.0792 -0.5 0.0 -0.1 0.195
H 1.5333 4.5488 5.6059 0.4 0.4 -0.3 0.112
H 0.0510 3.8715 4.9596 -0.6 0.6 -0.3 0.128
C -5.1797 2.9795 -0.6197 0.3 0.3 -0.2 -0.629
C -4.1189 4.0085 -1.0492 -1.1 0.3 0.9 -0.058
O -2.9337 3.4719 -1.5583 0.4 -0.7 -0.4 -0.729
H -5.8705 2.8005 -1.4436 0.0 -0.2 0.1 0.204
H -5.7204 3.4363 0.2092 -0.2 -0.1 -0.1 0.214
H -4.7901 2.0308 -0.2505 0.2 0.1 -0.1 0.217
H -3.8998 4.6273 -0.1790 0.2 0.1 0.1 0.153
H -4.6096 4.6634 -1.7692 0.1 0.1 -0.2 0.154
H -2.4663 4.1853 -1.9990 0.1 0.0 0.0 0.474
C 2.9036 -3.9475 -5.1575 -1.4 -0.1 -0.5 -0.637
C 2.4325 -2.4875 -5.1806 1.9 -0.2 -0.4 -0.065
O 1.2023 -2.2943 -4.5138 0.2 0.1 0.0 -0.716
H 3.9043 -4.1789 -5.5225 0.1 0.5 0.2 0.221
H 2.2164 -4.3517 -5.9008 0.0 -0.9 0.0 0.183
H 2.6830 -4.4430 -4.2120 0.3 0.2 0.1 0.224
H 2.3610 -2.2137 -6.2332 -0.2 0.2 -0.2 0.149
H 3.2402 -1.8533 -4.8154 -0.5 0.3 0.7 0.178
H 0.5525 -2.6781 -5.1071 -0.3 0.0 0.2 0.463
C -3.1075 -5.4194 0.6543 0.2 -1.9 -0.5 -0.646
C -3.3325 -4.0989 0.0217 -0.3 0.0 -0.2 -0.061
O -2.5681 -3.1637 0.7257 0.5 1.3 0.0 -0.725
H -2.0550 -5.6271 0.4614 0.2 -0.1 0.8 0.224
H -3.5785 -6.2766 0.1731 -0.5 0.2 -0.4 0.211
H -3.4076 -5.5432 1.6948 0.3 0.5 0.2 0.206
H -4.3718 -3.7838 -0.0707 -0.2 0.0 0.2 0.152
H -2.9266 -4.1323 -0.9893 0.0 0.1 -0.1 0.172
H -2.7165 -3.2417 1.6709 -0.1 -0.1 0.0 0.469
```
Forces are in eV/Å.

Results
Charge: -1
Spin multiplicity: 1
E_HOMO: -0.139 hartree
Gap between HOMO and LUMO: 2.6 eV

Molecular formula: C8H32B2O32
Method: DFT, wB97M-V/def2-TZVPD

Geometry as XYZ:
```
74
Properties=species:S:1:pos:R:3:forces:R:3:lowdin_charge:R:1
O 1.3691 6.6800 -2.1448 0.1 0.1 0.1 0.134
C 0.7050 5.7930 -1.6950 -0.4 -0.3 0.1 -0.390
O 0.2208 5.7026 -0.4655 0.0 0.2 0.2 0.226
B -0.4863 4.4206 -0.3010 0.0 -0.1 0.1 -0.867
O -0.6396 3.8913 -1.6635 0.1 -0.2 0.1 0.226
C 0.1779 4.5507 -2.4723 0.4 0.6 -0.2 -0.386
O 0.4642 4.3154 -3.6069 -0.3 -0.2 0.1 0.155
O -1.7585 4.5335 0.4200 0.0 0.2 -0.1 0.237
C -1.7132 3.8786 1.5712 0.1 0.0 -0.2 -0.383
O -2.5859 3.8055 2.3825 -0.1 0.0 0.2 0.145
C -0.3213 3.2106 1.6578 0.0 0.0 0.0 -0.379
O 0.3326 3.5091 0.5552 0.0 -0.1 -0.2 0.226
O 0.0920 2.5416 2.5626 -0.1 -0.2 0.0 0.148
O 2.7670 1.3047 -0.6192 0.2 0.1 0.2 0.166
C 1.6706 0.8478 -0.5210 -0.2 -0.3 -0.7 -0.365
O 1.1921 0.1419 0.4909 0.1 -0.4 0.6 0.232
B -0.0869 -0.4419 0.1437 -0.6 0.9 -0.8 -0.871
O -0.4345 0.0961 -1.1806 0.4 -0.3 0.2 0.230
C 0.5874 0.8417 -1.6265 -0.3 0.2 0.3 -0.345
O 0.6451 1.4050 -2.6688 0.2 0.0 -0.1 0.165
O -0.0730 -1.9373 0.1207 0.2 -0.2 0.4 0.215
C -0.8052 -2.3965 1.1133 0.1 0.2 -0.8 -0.346
O -0.9052 -3.5568 1.4184 -0.2 -0.2 0.4 0.125
C -1.5865 -1.2087 1.6954 -0.1 0.5 0.6 -0.359
O -1.1595 -0.1219 1.1177 0.1 -0.3 0.2 0.273
O -2.4502 -1.3023 2.5365 0.2 -0.3 -0.4 0.119
O -0.1885 -5.6716 -0.4227 0.1 0.1 -0.2 -0.062
H -1.1341 -5.6898 -0.5952 0.0 0.0 0.1 0.035
H -0.0853 -4.9452 0.2140 -0.1 -0.2 0.1 0.010
O -4.5365 0.6917 0.3176 -0.1 -0.2 -0.1 -0.056
H -4.1057 0.2020 -0.3952 0.3 0.3 0.1 -0.014
H -4.4546 0.1357 1.1016 -0.1 0.0 0.0 0.000
O -1.2821 0.5182 -4.6131 -0.2 -0.2 -0.2 -0.045
H -1.4005 -0.4331 -4.5406 0.0 0.0 0.0 0.029
H -1.7654 0.8913 -3.8653 0.2 0.1 0.1 0.024
O 2.7886 1.3682 2.7039 0.3 -0.3 0.1 -0.045
H 1.9502 1.4385 2.2261 -0.1 0.2 0.2 0.017
H 3.4352 1.7581 2.1057 -0.1 0.1 -0.1 0.027
O 3.0480 -1.4603 2.9124 0.2 0.0 0.0 -0.086
H 3.0281 -0.4819 2.8937 -0.1 0.0 -0.1 -0.009
H 2.1825 -1.7158 3.2408 0.0 0.0 0.0 0.019
O 2.5176 2.9176 -5.2828 0.4 -0.1 -0.2 -0.071
H 2.3229 1.9970 -5.0619 0.0 -0.1 0.0 -0.009
H 2.8082 3.3036 -4.4527 -0.3 0.1 0.1 0.020
O -5.4607 -1.7292 2.1645 -0.2 -0.2 -0.1 -0.048
H -4.7622 -2.3462 1.9250 0.2 0.1 0.1 0.022
H -5.6744 -1.9477 3.0767 0.1 0.1 0.1 0.041
O -3.4185 0.0017 -2.3163 -0.2 -0.2 0.1 -0.033
H -4.3436 -0.2552 -2.4041 0.0 0.1 -0.2 0.054
H -2.9154 -0.7668 -2.6068 0.1 0.0 0.1 0.043
O -2.4433 -4.5981 3.7902 0.0 0.2 -0.1 -0.058
H -2.0247 -3.9941 3.1552 -0.1 0.0 -0.1 0.009
H -3.3388 -4.6906 3.4563 0.0 -0.1 0.1 0.039
O 0.1606 -3.2851 -2.4690 -0.1 -0.2 -0.1 -0.049
H 0.3300 -4.2350 -2.4836 0.0 0.0 0.1 0.046
H -0.1178 -3.1180 -1.5582 0.1 0.2 0.0 0.018
O 1.8499 -0.0449 -4.7950 -0.2 -0.1 -0.1 -0.061
H 1.0754 0.2985 -4.3204 0.0 0.0 -0.1 0.000
H 2.0915 -0.8470 -4.3179 0.2 0.1 0.2 0.014
O -3.0369 -0.0124 5.0831 -0.2 -0.2 0.1 -0.072
H -3.4160 0.7354 4.6105 0.1 0.1 0.0 0.033
H -2.7262 -0.5939 4.3760 0.0 0.2 0.0 -0.010
O 5.6705 0.3381 0.2903 0.1 0.0 -0.1 -0.052
H 5.3817 -0.4522 0.7594 -0.1 0.1 0.1 0.042
H 5.1176 0.3626 -0.5006 -0.1 0.1 0.1 0.030
O 2.8086 -2.2271 -2.4429 0.0 0.1 -0.1 -0.057
H 1.9022 -2.5776 -2.4893 0.0 0.0 0.1 -0.008
H 2.9147 -1.9427 -1.5296 0.0 0.0 0.0 0.033
O 4.6401 3.3475 0.5490 0.3 0.0 0.2 -0.060
H 4.5150 3.3677 -0.4043 -0.2 -0.1 0.0 0.032
H 4.9356 2.4453 0.7270 0.1 -0.1 -0.2 -0.009
O 0.3157 -5.4937 4.2480 0.1 0.1 0.0 -0.063
H -0.5194 -5.0286 4.1000 0.0 -0.3 0.0 -0.013
H 0.1423 -6.0389 5.0195 0.0 0.0 0.0 0.024
```
Forces are in eV/Å.

Results
Charge: -2
Spin multiplicity: 1
E_HOMO: -0.187 hartree
Gap between HOMO and LUMO: 8.3 eV

Table of energy above the lowest of the compared OMol25 structures with the same formula, charge and spin (kJ/mol), in record order: 1077.8; 26.0